(1)
Here is a structure of composition C5H13BrN2P at a distorted geometry from the OMol25 dataset. Energies are from the ωB97M-V functional and the def2-TZVPD basis.

lowest unoccupied orbital energy	-3.745	eV
frontier orbital gap	9.398	eV
2S+1	1
total charge	+1
relative energy (zero: lowest compared OMol25 entry of this formula, charge and spin)	9.69	kcal per mole

Geometry as XYZ:
```
22
Properties=species:S:1:pos:R:3:mulliken_charge:R:1
Br 2.71 1.12 0.15 -0.1967
P 0.55 1.19 0.85 0.1017
N -0.33 1.40 -0.57 0.2569
N 0.35 -0.65 0.87 0.0888
C -0.98 -1.16 1.39 -1.0644
C 1.39 -1.60 1.33 -0.9238
C 0.21 -0.95 -1.01 -0.4727
C -0.57 0.24 -1.49 -0.5762
C -0.81 2.74 -0.89 -0.9149
H -0.16 0.59 -2.48 0.3677
H -1.70 0.11 -1.58 0.3055
H 1.24 -1.11 -1.43 0.3814
H -1.10 -0.89 2.45 0.3736
H -1.12 -2.16 1.30 0.5182
H -1.83 -0.60 0.85 0.3483
H -0.52 3.41 -0.12 0.2866
H 1.61 -2.33 0.51 0.3188
H 0.96 -2.17 2.07 0.4468
H -0.32 -1.97 -0.97 0.3851
H -0.12 2.99 -1.79 0.3439
H -1.83 2.95 -1.13 0.3117
H 2.37 -1.15 1.70 0.3138
```

=====

(2)
Here is the molecule C5H13BrO2Si at a distorted geometry from the OMol25 dataset. Energies are from the ωB97M-V functional and the def2-TZVPD basis.

lowest unoccupied orbital energy (alpha / beta)	0.689 / -2.922	eV
frontier orbital gap (alpha / beta)	4.515 / 6.963	eV
2S+1	3

Geometry as XYZ:
```
22
Properties=species:S:1:pos:R:3:mulliken_charge:R:1
Br 2.91 -1.73 -0.44 -0.2779
Si 0.00 0.11 -0.31 0.4397
O 0.65 0.66 1.06 -0.1475
O 0.31 1.22 -1.45 -0.2007
C 1.57 1.63 -1.92 -0.5879
C 1.06 -1.80 -1.01 -0.9359
C 0.78 0.21 2.38 -0.6511
C -2.61 -0.01 0.89 -1.2215
C -1.84 -0.33 -0.39 -0.4882
H 1.40 2.31 -2.76 0.2446
H -1.96 -1.39 -0.60 0.3539
H 2.15 0.77 -2.25 0.2796
H 0.62 -2.69 -0.58 0.4119
H 1.12 -0.83 2.41 0.3196
H -0.16 0.30 2.91 0.2499
H -2.30 0.20 -1.22 0.3888
H -2.21 -0.58 1.73 0.2810
H -2.53 1.05 1.14 0.3268
H -3.66 -0.26 0.78 0.3671
H 2.12 2.15 -1.14 0.2341
H 1.05 -1.84 -2.10 0.3674
H 1.53 0.85 2.86 0.2465
```

=====

(3)
Here is the ion C5H13ClN3 with charge +1 at a distorted geometry from the OMol25 dataset. Energies are from the ωB97M-V functional and the def2-TZVPD basis.

lowest unoccupied orbital energy	-3.376	eV
frontier orbital gap	9.718	eV
2S+1	1
total charge	+1
relative energy (zero: lowest compared OMol25 entry of this formula, charge and spin)	44.32	kcal per mole
SMILES string	CC/N=C(\Cl)[C@H](N)C[NH3+]

Geometry as XYZ:
```
22
Properties=species:S:1:pos:R:3:mulliken_charge:R:1
Cl -0.08 -2.55 -0.34 -0.3704
N 1.19 -0.04 -0.15 -0.0622
N -1.29 1.30 -1.20 -0.6543
N -2.53 -1.43 0.87 -0.1384
C -2.15 -0.03 0.63 -0.8717
C 3.29 1.19 0.25 -1.1772
C 0.18 -0.64 -0.32 0.2205
C 2.59 -0.16 -0.09 -0.3421
C -1.28 0.07 -0.65 -0.1895
H 2.58 1.88 0.67 0.3575
H 3.60 1.83 -0.59 0.2921
H -2.91 0.69 0.47 0.3940
H -2.79 -1.59 1.92 0.4073
H -1.07 1.34 -2.18 0.2855
H -1.52 0.35 1.49 0.3357
H 2.84 -0.46 -1.07 0.3663
H 4.06 1.26 0.95 0.3843
H -0.63 2.03 -0.94 0.2374
H 2.97 -0.83 0.66 0.3026
H -3.44 -1.52 0.35 0.4216
H -1.81 -2.14 0.54 0.1844
H -1.82 -0.56 -1.26 0.6167
```